# 1
41
Properties=species:S:1:pos:R:3:forces:R:3 method="wB97M-V/def2-TZVPD" fmax_ev_per_a=0.8 gap_ha="0.110 / 0.187" e_lumo_ev="4.4 / 4.3" multiplicity=3 total_charge=-2
Au 0.7412 0.1765 1.1184 -0.237 -0.282 -0.412
S -0.0052 1.0098 3.4968 -0.052 0.148 0.340
C 1.6590 1.4249 3.5471 -0.385 -0.184 -0.185
C 2.3150 2.0375 4.6308 0.360 0.140 0.108
C 3.6597 2.3239 4.5343 -0.209 -0.098 -0.089
C 4.3523 1.9977 3.3656 0.170 0.085 0.070
C 3.6498 1.3912 2.3447 -0.160 -0.087 -0.080
N 2.3499 1.1108 2.4234 0.351 0.236 0.428
H 1.7548 2.2745 5.5240 -0.047 -0.011 -0.018
H 4.1785 2.7964 5.3610 -0.008 0.009 0.015
H 5.4077 2.2107 3.2583 -0.005 -0.021 -0.025
H 4.1286 1.1044 1.4151 0.024 0.013 0.005
Cl -1.4515 -1.2183 -5.0224 -0.069 0.004 -0.146
C -0.6602 -1.2081 -3.4179 0.190 -0.128 0.266
C -0.3919 -2.4622 -2.9004 -0.175 0.146 -0.239
C 0.3744 -2.7066 -1.7333 0.245 -0.131 0.298
I 1.5807 -4.5128 -1.7312 -0.068 0.124 -0.055
C 0.5401 -1.9049 -0.6363 -0.049 -0.227 -0.043
O 1.4304 -1.9585 0.2969 -0.077 -0.106 -0.086
C -0.0982 0.2628 -1.5270 0.021 0.265 0.046
N 0.4502 1.3468 -0.9965 -0.157 -0.030 -0.138
C 0.8013 2.3903 -1.8037 0.069 0.100 -0.102
C 0.4899 2.3622 -3.1556 -0.046 -0.088 0.101
C -0.0784 1.2376 -3.7279 0.010 0.114 -0.099
C -0.2967 0.0655 -2.9184 -0.116 -0.082 -0.070
H -0.7461 -3.3177 -3.4645 -0.069 0.010 0.022
H 1.2626 3.2439 -1.3223 -0.011 -0.003 -0.032
H 0.6987 3.2357 -3.7660 0.006 -0.006 -0.019
H -0.3050 1.2152 -4.7848 -0.010 -0.019 0.004
C -0.4424 -0.7692 -0.5093 0.754 0.165 0.087
C -1.8327 -1.0524 -0.1932 -0.435 -0.070 0.074
C -2.8738 -0.2091 -0.6095 0.148 0.001 0.021
C -4.1894 -0.4836 -0.2783 -0.122 -0.032 0.028
C -4.5146 -1.6064 0.4738 0.065 0.001 -0.009
C -3.4921 -2.4566 0.8871 -0.097 -0.002 0.004
C -2.1777 -2.1877 0.5587 0.149 0.037 -0.045
H -2.6327 0.6638 -1.2048 0.007 -0.005 0.002
H -4.9786 0.1804 -0.6155 0.031 0.018 -0.014
H -5.5462 -1.8194 0.7299 0.001 0.003 -0.002
H -3.7292 -3.3408 1.4691 0.018 0.004 0.005
H -1.3818 -2.8481 0.8841 -0.015 -0.010 -0.013


# 2
48
Properties=species:S:1:pos:R:3:forces:R:3 method="wB97M-V/def2-TZVPD" fmax_ev_per_a=0.4 gap_ha="0.253 / 0.255" e_lumo_ev="-4.4 / -4.4" multiplicity=2 total_charge=+1 relative_energy_ev=0.0000
Ti -0.5642 0.1462 0.6748 0.266 0.310 -0.027
O -0.2971 -3.1109 -2.0455 0.006 -0.041 0.020
C -0.5509 -2.2671 -1.0867 0.074 -0.033 -0.077
O 0.2288 -1.4205 -0.6744 -0.029 -0.029 0.055
C -1.8900 -2.4114 -0.4470 -0.073 -0.018 0.010
C -2.8660 -3.3457 -0.7503 -0.009 0.023 0.029
C -4.0533 -3.2862 -0.0328 0.054 -0.051 -0.071
C -4.2334 -2.3008 0.9278 -0.064 0.150 0.105
C -3.2061 -1.3948 1.1445 -0.110 -0.265 -0.118
N -2.0669 -1.4816 0.4771 0.257 0.100 0.062
C -3.1758 -0.2161 2.0657 -0.152 0.191 0.215
O -4.1675 0.0425 2.8814 0.058 -0.052 -0.055
O -2.2062 0.5234 2.0474 0.017 -0.098 -0.086
H 0.5506 -2.8888 -2.4665 0.003 0.004 0.006
H -2.7038 -4.0860 -1.5201 0.026 0.006 -0.002
H -4.8425 -3.9986 -0.2288 0.000 0.001 -0.001
H -5.1689 -2.2508 1.4701 0.008 0.017 0.001
H -4.8898 -0.5971 2.8253 0.000 -0.014 0.001
O -1.0964 -0.4155 -2.9687 0.026 0.133 0.057
C -1.0821 0.6595 -2.4043 -0.021 -0.251 -0.203
N -1.5622 0.8547 -1.1190 -0.113 0.209 0.052
S -1.4862 2.4175 -0.6856 0.019 -0.119 -0.005
O -0.7268 2.2992 0.5824 -0.060 -0.116 0.104
O -2.7279 3.1091 -0.6032 0.043 0.039 0.014
C -0.5401 2.9715 -2.0543 -0.017 0.016 -0.081
C -0.0399 4.2262 -2.3379 -0.011 -0.021 0.019
C 0.5763 4.3875 -3.5722 0.006 0.008 -0.008
C 0.6554 3.3352 -4.4821 0.009 0.011 -0.005
C 0.1263 2.0865 -4.1849 -0.027 -0.002 0.057
C -0.4754 1.9155 -2.9509 -0.004 0.024 0.019
H -0.1215 5.0447 -1.6363 0.000 -0.004 0.005
H 0.9938 5.3507 -3.8321 0.004 -0.005 -0.013
H 1.1345 3.4976 -5.4380 0.001 0.008 0.000
H 0.1744 1.2638 -4.8850 0.003 -0.001 -0.004
Br 7.0939 -1.2808 4.1480 -0.021 0.004 -0.014
C 5.3977 -0.9481 3.3964 -0.006 0.008 -0.011
C 5.2945 -0.1011 2.3006 0.019 -0.005 0.013
C 4.0483 0.1421 1.7537 -0.018 -0.004 -0.008
C 2.9189 -0.4600 2.3025 -0.006 0.005 0.025
C 3.0357 -1.3061 3.4022 -0.019 0.012 -0.016
C 4.2791 -1.5538 3.9530 0.021 -0.016 0.022
C 1.5979 -0.1917 1.7242 0.040 -0.011 0.024
O 0.5326 -0.7246 2.1925 -0.122 -0.053 -0.039
O 1.4464 0.5727 0.7185 -0.080 -0.076 -0.067
H 6.1800 0.3603 1.8879 0.000 0.000 -0.002
H 3.9403 0.7999 0.9022 0.000 0.002 0.000
H 2.1488 -1.7614 3.8210 0.002 0.000 0.000
H 4.3866 -2.2069 4.8071 -0.003 0.002 0.000


# 3
40
Properties=species:S:1:pos:R:3:forces:R:3 method="wB97M-V/def2-TZVPD" smiles="COc1ccc(N=C2c3cccc(Cl)c3C(=O)c3c(Cl)cccc32)cc1O" fmax_ev_per_a=3.3 gap_ha=0.259 e_lumo_ev=-1.0 total_charge=0 relative_energy_ev=0.0000
O -2.3005 -2.9572 -2.5314 1.760 0.284 0.499
Cl -1.4716 -3.2202 -5.3049 0.624 0.734 0.163
Cl -1.8598 -5.0665 -0.5200 0.243 0.204 0.137
N 0.6167 0.9179 -0.9544 -0.832 -2.245 -1.055
O -2.3299 1.9758 2.6676 -0.519 0.101 0.202
O -0.3203 3.0741 4.1428 -0.057 -0.229 -0.191
C -1.1920 -2.4880 -2.2397 -3.307 -0.365 -0.346
C 0.3100 -0.3181 -1.2798 0.722 2.346 0.873
C 0.6814 0.2084 -5.0223 -0.150 -1.431 0.165
C 0.3357 -2.6280 1.7762 -0.140 -0.241 -0.363
C 0.0403 -0.9474 -5.5342 -0.608 -0.317 0.508
C -0.4022 -3.7138 1.3032 -0.252 -0.130 -0.146
C 1.4142 2.1210 0.9809 -0.038 0.083 0.505
C 1.1839 2.6550 2.2720 1.248 -0.216 -0.773
C -0.8909 1.5234 0.8530 0.340 -0.836 -0.406
C 0.8249 0.3517 -3.6426 -0.071 0.577 -0.490
C 0.5241 -1.5151 0.9623 0.667 0.274 0.527
C -0.5919 -1.8399 -4.6427 0.157 0.461 0.469
C -0.9451 -3.6922 0.0145 0.324 1.101 -0.273
C 0.3994 1.4785 0.2886 -0.385 0.461 1.342
C -0.0552 2.5689 2.8691 1.512 0.758 0.680
C -1.0893 2.0134 2.1232 -0.673 0.329 0.516
C 0.2385 -0.5384 -2.7424 -0.191 -0.919 -0.805
C 0.0476 -1.4704 -0.3515 -0.577 -0.261 0.089
C -0.5193 -1.6272 -3.2321 1.236 0.226 -0.744
C -0.7156 -2.5589 -0.8318 0.823 -0.647 0.438
C 0.7611 3.4137 5.0431 -0.151 -1.196 -0.791
H -2.3395 2.4999 3.4872 0.156 -0.261 -0.287
H 1.1320 0.9350 -5.6924 -0.081 -0.176 0.078
H 0.7895 -2.6878 2.7746 -0.299 0.195 -0.512
H -0.0424 -1.2143 -6.6022 0.179 0.545 0.643
H -0.5728 -4.5894 1.9387 0.080 0.341 -0.334
H 2.3888 2.1587 0.5133 0.114 0.103 0.202
H 2.0606 3.1047 2.7701 -0.753 -0.200 -0.129
H -1.7089 1.0621 0.3042 -0.038 0.187 0.235
H 1.3771 1.2133 -3.2748 -0.190 -0.242 0.120
H 1.1237 -0.7039 1.3861 -0.300 -0.132 -0.410
H 1.2588 4.3241 4.7916 0.344 0.645 -0.663
H 1.5010 2.6004 5.1277 -0.296 0.186 -0.216
H 0.3379 3.5766 6.0092 -0.622 -0.097 0.543


# 4
49
Properties=species:S:1:pos:R:3:forces:R:3 method="wB97M-V/def2-TZVPD" fmax_ev_per_a=0.4 gap_ha=0.236 e_lumo_ev=4.2 total_charge=-2 relative_energy_ev=0.0000
Tl 0.8130 0.6217 -1.2220 -0.382 0.055 -0.129
O -0.2858 1.1974 -3.3121 0.044 -0.103 0.029
C -1.1335 0.4179 -3.8599 -0.002 0.022 0.004
C -1.1077 0.1925 -5.2721 -0.019 -0.003 -0.009
C -2.0222 -0.6131 -5.9023 -0.008 -0.001 0.006
C -3.0506 -1.2478 -5.1883 0.002 0.003 0.002
C -3.1135 -1.0438 -3.8261 -0.004 -0.002 -0.021
C -2.1821 -0.2532 -3.1436 -0.018 0.037 0.076
C -2.3723 -0.0638 -1.7202 -0.056 -0.039 -0.045
N -1.4861 0.3737 -0.9124 0.000 0.117 0.161
N -1.8728 0.5658 0.4037 0.108 -0.001 -0.116
C -0.9559 1.2489 1.0366 -0.295 -0.125 -0.018
O 0.1124 1.7471 0.5346 0.383 0.077 0.011
C -1.1639 1.4555 2.5019 -0.033 -0.006 -0.007
C -0.1298 1.9973 3.2562 0.036 0.017 -0.004
C -0.2767 2.1649 4.6263 -0.005 0.006 0.006
C -1.4603 1.7986 5.2505 -0.009 -0.003 -0.009
C -2.4970 1.2580 4.4972 -0.002 0.009 0.013
C -2.3499 1.0841 3.1307 0.022 -0.005 -0.002
H -0.3156 0.6849 -5.8230 0.002 -0.001 -0.003
H -1.9474 -0.7597 -6.9757 -0.002 -0.002 -0.001
H -3.7725 -1.8790 -5.6911 -0.001 0.002 -0.004
H -3.9030 -1.5143 -3.2463 -0.002 0.000 0.003
H -3.3583 -0.2832 -1.3010 0.014 -0.028 -0.005
H 0.7868 2.2677 2.7470 -0.020 -0.007 0.020
H 0.5392 2.5758 5.2087 0.003 -0.001 -0.002
H -1.5733 1.9251 6.3210 -0.003 -0.002 0.002
H -3.4204 0.9622 4.9817 -0.001 -0.001 0.001
H -3.1358 0.6478 2.5298 -0.005 -0.004 -0.005
O 3.9317 3.2308 -3.2064 0.013 0.006 0.021
S 3.4993 2.3791 -2.1340 -0.209 -0.068 -0.109
O 2.1759 2.6908 -1.5959 0.105 0.013 0.057
O 4.4872 2.0636 -1.1350 0.040 -0.019 0.085
O 3.2635 0.9304 -2.9411 0.217 0.030 -0.178
Cl 3.0565 -3.3456 5.1811 -0.007 0.005 -0.022
C 2.3404 -2.7037 3.7094 -0.019 -0.022 0.039
C 3.0045 -1.7214 2.9950 -0.010 0.019 -0.037
C 2.4301 -1.2216 1.8441 -0.095 -0.082 -0.070
Cl 3.2841 -0.0235 0.9217 0.028 0.041 0.120
C 1.1624 -1.6501 1.3377 0.172 0.186 0.024
O 0.6164 -1.1750 0.2958 -0.038 -0.291 -0.031
C 0.5590 -2.6713 2.1260 -0.037 0.060 -0.017
Cl -0.9843 -3.2851 1.5989 0.021 0.016 0.009
C 1.1178 -3.1859 3.2778 0.025 -0.023 0.038
H 3.9639 -1.3478 3.3256 0.000 0.000 -0.008
H 0.5976 -3.9547 3.8320 0.002 0.002 0.004
N 2.4669 -1.2102 -2.9495 -0.046 -0.159 0.011
C 2.4090 -0.0315 -2.5128 0.079 0.246 0.111
H 3.2529 -1.2962 -3.6001 0.011 0.028 -0.004


Number 1: electronic energy -62164.7710 eV. Number 2: electronic energy -147388.0248 eV. Number 3: electronic energy -54664.5377 eV. Number 4: electronic energy -93888.8386 eV.